72
Properties=species:S:1:pos:R:3:mulliken_charge:R:1 method="wB97M-V/def2-TZVPD" e_lumo_ev=2.16 fmax_ha_per_bohr=0.0166 energy_ev=-38319.051 mol_weight_g_mol=380.58 charge=-1
P 1.00264 -6.81168 4.12497 -0.227
O 2.17737 -6.31460 5.37605 -0.524
O 2.36705 -7.08518 3.00036 -0.520
N -0.53221 -2.44660 1.32757 -0.334
N 1.36574 -3.48882 0.43640 -0.320
N 1.28824 -1.11446 0.69559 -0.528
C 0.86978 -5.00978 3.50482 -0.741
C 0.74785 2.69872 -0.87608 -0.288
C 2.81953 4.11485 -0.29422 -0.528
C -3.09734 3.96006 -5.90632 -0.774
C 0.77316 -2.27084 0.79916 0.217
C -2.11939 3.17475 -5.03039 -0.895
C -1.88791 3.76326 -3.63988 0.288
C -0.09099 2.59643 1.52995 -1.294
C -0.67408 -2.18012 2.77966 -0.335
C 3.47802 -6.40366 4.88190 -0.396
C -0.15882 3.31653 0.18592 -0.248
C -1.27537 5.16044 -3.65989 -1.249
C 3.47038 -7.44162 3.77747 -0.532
C -0.01016 -4.10228 4.37049 -0.808
C 2.71089 5.05054 -1.49546 -0.983
C -1.13540 -3.38507 3.60917 -1.065
C -5.22460 2.83803 -5.04655 -1.197
C 2.23990 2.72495 -0.55119 -0.755
C -4.48799 4.14950 -5.30262 -0.335
H 0.08243 4.37616 0.31924 0.307
H 0.25967 -1.78082 3.17635 0.287
H 0.57294 3.20871 -1.82857 -0.025
H 0.46094 -5.07325 2.49502 0.422
H -4.69443 2.21048 -4.32925 0.283
H -1.92672 5.88295 -4.15471 0.422
H -0.77932 3.04849 2.24626 0.408
H -6.22169 3.02204 -4.64459 0.374
H 0.84138 -3.93735 -0.30173 0.240
H -1.15900 3.11309 -5.55207 0.407
H 0.04585 -7.26450 3.11397 0.027
H -1.42137 -1.38970 2.87927 0.421
H -2.82592 3.78250 -3.07814 0.248
H -1.18881 3.28470 -0.18238 0.283
H 0.90917 2.63962 1.96250 0.278
H 4.40081 -7.35308 3.20567 0.319
H -0.07374 -6.64735 5.08538 0.041
H -5.08104 4.76354 -5.98574 0.388
H -0.46915 -4.67816 5.17772 0.492
H -0.35666 1.54411 1.41803 0.250
H -1.21939 3.09665 -3.09186 -0.092
H 2.31701 -3.34915 0.11890 0.228
H 3.16397 6.01984 -1.28047 0.395
H 1.67090 5.22984 -1.77393 0.094
H -3.19581 3.44292 -6.86632 0.394
H 2.43280 2.09035 0.31721 0.291
H 2.32892 4.57163 0.56968 0.250
H 3.34842 -8.45998 4.17183 0.358
H 0.60421 -3.32112 4.82889 0.231
H -5.33742 2.26884 -5.97177 0.296
H -2.67438 4.94175 -6.13714 0.306
H -1.15720 -1.85158 0.80568 0.264
H -1.65549 -4.08473 2.95267 0.367
H 2.78282 2.26626 -1.38447 0.399
H -4.41712 4.71633 -4.37037 0.236
H -2.46881 2.14432 -4.92449 0.319
H 2.21928 -1.15528 0.28701 0.121
H 4.23714 -6.53906 5.66105 0.365
H -0.31659 5.15657 -4.18364 0.283
H -1.84995 -3.01429 4.35213 0.420
H 0.45077 1.65682 -1.02982 0.438
H 3.87275 4.00636 -0.02206 0.396
H 1.87067 -4.58468 3.41920 0.158
H -1.09847 5.52073 -2.64497 0.321
H 3.72450 -5.44998 4.37728 0.227
H 3.22219 4.62802 -2.36347 0.283
H 1.15268 -8.19292 4.56416 0.151